Record 1
A structure of composition C23H17N3O13S5Ti. Source: the OMol25 dataset; level of theory: ωB97M-V/def2-TZVPD.

* gap between HOMO and LUMO: 7.234 eV
* 2S+1: 1
* HOMO energy: -3.8 eV
* relative energy (zero: lowest compared OMol25 entry of this formula, charge and spin): 32.31 kJ/mol
* net charge: -2
* LUMO: 3.4 eV
* molar mass: 751.60 g/mol

CARTESIAN COORDINATES (ANGSTROEM)
1 Ti -1.146660 -0.436616 0.819210
2 O -2.120080 6.169269 0.664820
3 C -2.468243 4.976984 1.233664
4 O -3.334385 4.943425 2.054096
5 C -1.668649 3.820316 0.777046
6 C -0.339891 3.835299 0.380592
7 N 0.019393 2.582123 0.108840
8 N -1.003961 1.752898 0.284937
9 C -2.033322 2.464445 0.710499
10 C -3.244903 1.618921 1.012714
11 O -4.371053 2.039118 1.036773
12 O -2.875212 0.365026 1.165931
13 H -1.532391 6.016631 -0.085121
14 H 0.374006 4.640035 0.296396
15 H 0.934018 2.179970 -0.204714
16 O 1.042015 -3.271730 1.700833
17 S 1.707486 -2.027264 1.454119
18 O 2.955648 -2.076483 0.733530
19 O 0.823082 -0.985492 0.854326
20 C 2.121447 -1.352915 3.065679
21 C 3.433158 -1.558488 3.468434
22 C 3.864336 -1.177024 4.728898
23 C 2.971335 -0.585866 5.607659
24 C 1.661147 -0.367435 5.211708
25 C 1.222020 -0.739995 3.946234
26 S -0.466376 -0.237861 3.569212
27 O -0.349082 0.865660 2.601036
28 O -1.050101 0.086577 4.834659
29 O -1.140234 -1.325723 2.819567
30 H 4.112209 -2.022653 2.766624
31 H 4.895323 -1.343771 5.014436
32 H 3.284778 -0.284469 6.598986
33 H 0.956152 0.102434 5.881727
34 S -2.021784 -2.539039 0.301638
35 C -1.429814 -2.935910 -1.298874
36 C -1.414039 -4.255603 -1.745116
37 C -0.976141 -4.558601 -3.024991
38 C -0.546223 -3.544232 -3.872566
39 C -0.552338 -2.228525 -3.432628
40 C -0.987573 -1.918392 -2.146781
41 S -1.015571 -0.262467 -1.567133
42 H -1.738234 -5.039852 -1.071872
43 H -0.961184 -5.589537 -3.357970
44 H -0.193615 -3.776492 -4.869836
45 H -0.206406 -1.431625 -4.079787
46 N 2.218131 1.140481 -0.804762
47 C 2.966844 2.071008 -1.573840
48 C 4.203099 2.535233 -1.141062
49 C 4.869878 3.526252 -1.854303
50 C 4.312844 4.062152 -3.004315
51 C 3.079763 3.592486 -3.440871
52 C 2.407537 2.609317 -2.732512
53 S 5.145083 5.357764 -3.933042
54 O 5.334422 4.783466 -5.258469
55 O 6.381411 5.600557 -3.200805
56 O 4.202604 6.469725 -3.905758
57 H 1.674319 0.484332 -1.357662
58 H 2.764964 0.615977 -0.132928
59 H 4.645372 2.116409 -0.242547
60 H 5.833197 3.895756 -1.528288
61 H 2.649231 4.008108 -4.343056
62 H 1.442171 2.247469 -3.073243

Cartesian forces, eV/Å:
Ti -0.1 0.6 0.0
O 0.0 0.0 0.0
C 0.0 0.0 0.0
O 0.0 0.0 0.0
C -0.2 0.1 0.0
C 0.1 0.1 0.0
N 0.0 0.0 -0.2
N 0.2 0.0 0.3
C 0.0 -0.2 0.0
C 0.2 0.0 -0.2
O 0.0 0.0 0.1
O 0.2 -0.1 0.1
H 0.0 0.0 0.0
H 0.0 0.0 0.0
H 0.0 -0.2 0.1
O 0.0 0.0 0.0
S 0.3 -0.2 0.2
O -0.1 0.1 0.0
O -0.6 0.4 -0.2
C -0.2 0.0 0.0
C 0.1 0.0 0.0
C -0.1 0.0 0.1
C 0.0 0.0 -0.1
C 0.0 0.0 0.0
C 0.0 0.0 0.0
S 0.1 -0.1 0.1
O 0.0 -0.1 -0.2
O -0.1 0.0 0.0
O 0.0 -0.2 -0.2
H 0.0 0.0 0.0
H 0.0 0.0 0.0
H 0.0 0.0 0.0
H 0.0 0.0 0.0
S 0.1 -0.1 0.1
C 0.0 0.0 -0.1
C 0.0 0.0 0.0
C 0.0 0.0 0.0
C 0.0 0.1 0.0
C 0.0 -0.1 0.0
C 0.0 0.0 0.0
S 0.1 -0.2 0.2
H 0.0 0.0 0.0
H 0.0 0.0 0.0
H 0.0 0.0 0.0
H 0.0 0.0 0.0
N 0.1 0.1 0.0
C 0.0 0.0 0.0
C 0.0 0.0 0.0
C -0.1 0.0 0.0
C 0.0 0.0 0.0
C 0.0 0.0 0.0
C 0.0 0.0 0.0
S 0.0 0.0 0.0
O 0.0 0.0 0.0
O 0.0 0.0 0.0
O 0.0 0.0 0.0
H 0.0 0.0 0.0
H 0.0 0.0 0.0
H 0.0 0.0 0.0
H 0.0 0.0 0.0
H 0.0 0.0 0.0
H 0.0 0.0 0.0

Record 2
A structure of composition C18H21IN9O3SSc. Source: the OMol25 dataset; level of theory: ωB97M-V/def2-TZVPD.

* gap between HOMO and LUMO: 5.620 eV
* 2S+1: 1
* HOMO energy: -12.6 eV
* relative energy (zero: lowest compared OMol25 entry of this formula, charge and spin): 0.00 kJ/mol
* net charge: +2
* LUMO: -7.0 eV
* molar mass: 615.35 g/mol

CARTESIAN COORDINATES (ANGSTROEM)
1 Sc 0.636304 0.934992 -0.160675
2 C 4.877423 3.149092 -1.193268
3 N 3.903788 3.906747 -0.400254
4 C 4.288826 5.232480 0.101378
5 C 2.721862 3.361415 -0.134174
6 N 2.388159 2.125067 -0.452217
7 N 1.810847 4.185462 0.512466
8 C 0.571889 3.874549 1.023073
9 N -0.060275 4.888373 1.614759
10 N 0.056929 2.676297 0.919849
11 H 5.688984 3.812359 -1.471050
12 H 4.420407 2.784333 -2.113663
13 H 5.293602 2.318172 -0.620159
14 H 5.353082 5.363958 -0.058831
15 H 4.115422 5.310549 1.175204
16 H 3.770729 6.030298 -0.435811
17 H 3.190674 1.634372 -0.832873
18 H 2.091142 5.148494 0.605446
19 H 0.345588 5.804466 1.713325
20 H -0.977989 4.760504 2.009730
21 H -0.868088 2.640659 1.338064
22 I -0.500901 0.789108 -2.864634
23 C -1.952176 0.266139 -1.399536
24 C -3.231209 -0.047421 -1.741322
25 C -4.095160 -0.375982 -0.687676
26 C -3.621249 -0.322600 0.627356
27 C -2.309298 0.002419 0.847311
28 N -1.449399 0.308875 -0.158545
29 H -3.564257 -0.084682 -2.767649
30 H -5.134403 -0.583216 -0.885004
31 H -4.266844 -0.583758 1.450332
32 H -1.901908 0.025539 1.851634
33 O -4.167901 -2.680946 -1.341963
34 S -4.542860 -3.580869 -0.232087
35 O -4.632683 -2.864755 1.030483
36 O -5.579584 -4.513592 -0.530702
37 C -3.004866 -4.528749 -0.074159
38 N -2.971035 -5.823210 -0.343511
39 C -1.781234 -6.414329 -0.328678
40 C -0.599449 -5.717923 -0.092258
41 C -0.769214 -4.381544 0.209543
42 N -1.951165 -3.782571 0.254348
43 C 0.284230 -3.357158 0.413973
44 C 1.156542 -2.996630 -0.607489
45 C 1.738180 -1.745398 -0.562407
46 N 1.555555 -0.895510 0.465174
47 C 0.863642 -1.338160 1.542375
48 C 0.215559 -2.544991 1.548032
49 H -1.768283 -7.479246 -0.529651
50 H 0.365311 -6.203939 -0.121238
51 H 1.286972 -3.622211 -1.480199
52 H 2.325263 -1.381004 -1.399215
53 H 0.802393 -0.658904 2.388314
54 H -0.417886 -2.825413 2.378722

Cartesian forces, eV/Å:
Sc 0.0 0.2 -0.1
C 0.0 0.0 0.0
N 0.0 0.0 0.0
C 0.0 0.0 0.0
C -0.1 0.0 0.0
N 0.0 0.1 0.0
N 0.0 -0.1 0.0
C 0.1 0.1 0.0
N 0.0 0.0 0.0
N 0.0 -0.2 0.0
H 0.0 0.0 0.0
H 0.0 0.0 0.0
H 0.0 0.0 0.0
H 0.0 0.0 0.0
H 0.0 0.0 0.0
H 0.0 0.0 0.0
H 0.0 0.0 0.0
H 0.0 0.0 0.0
H 0.0 0.0 0.0
H 0.0 0.0 0.0
H 0.0 0.0 0.0
I 0.0 0.0 0.1
C 0.1 0.0 -0.1
C -0.1 0.0 0.0
C 0.0 0.0 0.1
C 0.0 0.0 -0.1
C 0.0 0.0 0.0
N -0.1 -0.1 0.0
H 0.0 0.0 0.0
H 0.0 0.0 0.0
H 0.0 0.0 0.0
H 0.0 0.0 0.0
O 0.0 0.0 0.1
S 0.0 0.1 0.0
O 0.0 0.0 0.0
O 0.0 0.0 0.0
C 0.1 0.0 0.0
N 0.0 0.0 0.0
C 0.0 0.0 0.0
C -0.1 0.0 0.0
C 0.1 -0.1 0.0
N -0.1 0.0 0.0
C 0.0 0.0 0.0
C 0.1 0.0 0.0
C 0.0 -0.1 -0.1
N 0.0 0.0 0.1
C 0.0 0.0 0.0
C -0.1 0.0 0.1
H 0.0 0.0 0.0
H 0.0 0.0 0.0
H 0.0 0.0 0.0
H 0.0 0.0 0.0
H 0.0 0.0 0.0
H 0.0 0.0 0.0